Computed, not measured: C38H42F3FeNPSSb as an isolated structure, with the ωB97M-V functional and the def2-TZVPD basis.

Last column: Löwdin charge in e.
Atoms and positions in Å:
Fe: -0.767849 0.276202 -0.486165  0.1021
F: 1.858051 1.403802 3.913235  0.1168
C: 2.484351 0.276202 3.414835  -0.4521
F: 1.858051 -0.851298 3.913235  0.1241
F: 3.799751 0.276202 3.846035  0.1245
C: 2.408951 0.276202 1.907135  -0.0994
C: 3.642151 0.276202 1.056835  -0.0409
C: 3.539951 0.276202 -0.289065  0.0086
C: 2.202051 0.276202 -0.934965  -0.2888
N: 1.201251 0.276202 -0.392265  -0.0686
C: 1.217651 0.276202 1.237635  -0.2410
S: -0.673949 0.276202 1.926035  0.9382
H: 4.628151 0.276202 1.512635  0.1478
H: 4.431151 0.276202 -0.910065  0.1501
H: 2.075551 0.276202 -1.995765  0.1305
C: -0.520049 5.537802 -0.708165  -0.0787
C: -0.081449 4.305002 0.118535  -0.6532
C: 1.461051 4.226902 0.030535  -0.0927
C: -0.421949 4.529502 1.604835  -0.0944
P: -0.767849 2.651602 -0.486165  1.1064
C: -0.099849 2.665302 -2.162265  -0.3480
C: 1.056151 1.922202 -2.442765  -0.1191
C: 1.585451 1.902602 -3.736665  -0.0408
C: 0.956651 2.616502 -4.760265  -0.0546
C: -0.203649 3.347202 -4.490965  -0.0528
C: -0.733549 3.369802 -3.197365  -0.0874
C: -2.609249 2.548002 -0.143065  -0.6559
C: -3.384749 3.859302 -0.366265  -0.0845
C: -2.840149 2.046002 1.295635  -0.1415
C: -3.212649 1.506402 -1.111665  -0.0942
H: -0.046249 6.455902 -0.297965  0.1002
H: -1.601849 5.723202 -0.700765  0.0630
H: -0.187449 5.460102 -1.760365  0.0777
H: 1.930151 5.151102 0.433835  0.1008
H: 1.809751 4.122302 -1.016565  0.0829
H: 1.844651 3.363602 0.616535  0.0791
H: 0.086651 5.440802 1.988335  0.0994
H: -0.087149 3.665802 2.218835  0.0832
H: -1.497449 4.693502 1.772035  0.0647
H: 1.550151 1.363402 -1.657565  -0.0055
H: 2.481751 1.333402 -3.945765  0.1128
H: 1.365951 2.600202 -5.761965  0.1097
H: -0.693949 3.894802 -5.285365  0.1102
H: -1.634249 3.934802 -3.009365  0.0956
H: -3.113849 4.637802 0.363435  0.0737
H: -4.473749 3.690402 -0.218765  0.0989
H: -3.246849 4.237002 -1.398965  0.0817
H: -2.454349 2.747602 2.054935  0.0808
H: -2.335149 1.068402 1.450435  -0.0752
H: -3.925549 1.908002 1.492735  0.1135
H: -3.058749 1.817002 -2.166965  0.1185
H: -4.306549 1.398102 -0.943465  0.1344
H: -2.771249 0.501002 -0.977365  -0.0586
C: -1.055049 -7.383398 -0.843965  -0.0736
C: -0.267249 -6.803498 0.154735  -0.0668
C: -0.183849 -5.412198 0.258735  -0.1264
C: -0.889149 -4.595298 -0.637365  -0.4175
C: -1.676749 -5.178398 -1.635765  -0.1369
C: -1.759549 -6.571198 -1.738765  -0.0785
Sb: -0.767849 -2.449198 -0.486165  1.5447
C: 1.394551 -2.597098 -0.501465  -0.3194
C: 2.194451 -1.774898 0.303635  -0.1589
C: 3.588451 -1.885598 0.261835  -0.1022
C: 4.192951 -2.812898 -0.590765  -0.0380
C: 3.403751 -3.626298 -1.406665  -0.0609
C: 2.011051 -3.516898 -1.364865  -0.1093
C: -1.284649 -2.598898 1.613035  -0.3510
C: -2.280349 -3.507698 2.006835  -0.1080
C: -2.646449 -3.619898 3.351135  -0.0593
C: -2.026049 -2.819298 4.312535  -0.0577
C: -1.044049 -1.902798 3.927935  -0.0751
C: -0.677349 -1.789798 2.582635  -0.3750
H: -1.119149 -8.460798 -0.923865  0.1043
H: 0.278451 -7.431198 0.848035  0.1059
H: 0.427551 -4.968698 1.033835  0.1061
H: -2.223049 -4.553598 -2.329665  0.0861
H: -2.368949 -7.020898 -2.511365  0.1028
H: 1.751151 -1.043698 0.955635  -0.0001
H: 4.200551 -1.249298 0.887835  0.0791
H: 5.271451 -2.896498 -0.624165  0.1115
H: 3.870451 -4.339598 -2.073865  0.1073
H: 1.414451 -4.148498 -2.009065  0.0973
H: -2.776249 -4.129198 1.273035  0.0997
H: -3.413449 -4.324498 3.645935  0.1091
H: -2.310449 -2.904898 5.353335  0.1095
H: -0.569149 -1.277298 4.672635  0.1104
H: 0.069651 -1.067798 2.307435  -0.0958
H: -2.454249 0.276202 -0.486165  0.0348

Cartesian forces (eV/Å) of the 6 atoms listed first:
0.3534 0.5644 0.1491
0.8973 -1.7833 -0.2460
0.2364 0.3114 0.5340
0.9040 1.6545 -0.2366
-2.1144 -0.0400 -0.4548
1.1203 2.2427 -0.9333

**Multiplicity**: 6
**Frontier orbital gap (spin up / spin down)**: 0.2004 / 0.2316 hartree
**Net charge**: +1
**Strongest force on any atom**: 0.32629 hartree/bohr
**Electronic energy**: -4070.1124 hartree
**LUMO energy (spin up / spin down)**: -0.12258 / -0.14341 Ha
**Expectation value of S²**: 8.8116